C14H22Cd2Cl4F2O20S2 | ωB97M-V/def2-TZVPD

Positions of all 66 atoms, in Å:
Cd 2.53861 -0.43695 -2.15619
Cd -1.02449 -2.53176 -0.16094
S 0.08257 -0.07219 0.06937
O -0.93392 -0.54558 -0.92440
O 1.40712 0.12654 -0.57369
O -0.31636 1.10290 0.81589
O 0.15986 -1.28628 0.96915
S 1.44340 -2.86369 -2.44866
O 1.14178 -1.60884 -3.23216
O 2.59838 -2.40865 -1.58239
O 0.28123 -3.17961 -1.55751
O 1.75144 -3.97298 -3.29864
C 1.65096 3.58952 -1.34858
O 1.84411 3.68836 -2.76786
C 2.18279 2.60817 -3.39617
O 2.14344 1.48078 -2.94106
O 2.59579 2.88461 -4.59755
C 2.87120 1.81255 -5.49082
H 0.72021 3.08873 -1.08609
H 1.68524 4.60112 -0.96578
H 2.43250 3.01907 -0.85150
H 2.26574 0.91024 -5.40430
H 3.90895 1.48736 -5.37963
H 2.75058 2.21164 -6.49247
C -3.67342 0.50869 1.10802
O -4.39162 -0.60371 1.66453
C -3.81702 -1.76874 1.58333
O -2.73760 -2.01174 1.07111
O -4.47345 -2.71118 2.20087
C -5.70778 -2.47560 2.87124
H -4.14702 1.43132 1.42526
H -3.72276 0.44478 0.02211
H -2.63499 0.51157 1.42368
H -5.58602 -2.10947 3.88951
H -6.28291 -3.39422 2.87590
H -6.28633 -1.72011 2.34038
C 3.15660 -2.57017 1.25013
C 2.46613 -2.54553 2.62546
O 3.55134 -2.57471 3.52818
C 4.65983 -3.04876 2.88065
O 5.65763 -3.34984 3.41253
O 4.44152 -3.08337 1.55094
F 1.66022 -3.67575 2.77506
H 3.12576 -1.62434 0.67878
H 2.59157 -3.21381 0.57763
H 1.88367 -1.65355 2.80504
C -2.52993 0.94992 -2.84649
C -2.40298 2.13100 -1.89400
O -3.61973 2.80153 -2.04703
C -4.27819 2.34879 -3.16125
O -5.22461 2.88282 -3.61673
O -3.58130 1.35589 -3.73705
F -1.44093 3.00618 -2.40492
H -2.90010 0.05901 -2.34294
H -1.63731 0.71218 -3.41091
H -2.18206 1.83484 -0.87515
C 3.11589 1.85441 2.60055
Cl 3.79013 3.44844 2.99109
Cl 4.02645 0.55454 3.37985
H 2.10485 1.77619 2.96589
H 3.19414 1.71744 1.53494
C -0.48036 0.09194 4.50122
Cl 1.05815 0.05632 5.35335
Cl -1.82551 -0.69686 5.35666
H -0.77310 1.11346 4.30926
H -0.32797 -0.46486 3.58528

Properties
HOMO	-10.26	eV
largest force on an atom	2.52	eV Å⁻¹
electronic energy	-5223.90574	Eh